Entry from the Open Molecules 2025 dataset: 14 unconnected molecules or ions with the total composition C5H38NO13 (ωB97M-V/def2-TZVPD).

XYZ file:
```
57
Properties=species:S:1:pos:R:3:nbo_charge:R:1
C -1.8223 3.5736 0.4085 -0.628
C -1.9430 2.1968 -0.2775 -0.421
C -0.9169 1.2426 0.3750 -0.442
C 0.3421 1.2140 -0.4915 -0.228
C 1.2615 -0.0359 -2.4142 0.173
N 0.2177 0.2315 -1.6866 -0.411
H -2.3699 4.4402 0.0915 0.237
H -2.1096 3.6818 1.4980 0.206
H -0.7780 3.6302 0.1535 0.202
H -2.9939 1.7935 -0.0550 0.214
H -1.8618 2.0265 -1.3919 0.230
H -0.7622 1.3594 1.4475 0.219
H -1.4141 0.1744 0.4756 0.229
H 0.4000 2.1654 -0.8588 0.217
H 1.3447 0.9692 -0.0267 0.237
H 1.1487 -0.6795 -3.2503 0.227
H 2.1588 0.4630 -2.2254 0.208
H -0.5976 -0.3837 -1.6240 0.456
H 0.3620 1.1586 -4.2583 0.508
H 0.1325 2.6370 -3.8878 0.492
O 0.3800 1.7806 -3.5007 -0.980
H 1.8002 1.6512 4.6191 0.495
H 2.6913 0.7670 3.8124 0.470
O 2.1133 1.4661 3.6673 -0.958
H -1.2387 3.1497 2.9421 0.487
H -2.4314 2.1609 3.5212 0.477
O -1.6525 2.6166 3.7312 -0.961
H -1.2793 -2.2322 -2.4581 0.482
H -2.8111 -2.3714 -1.9740 0.504
O -2.1820 -1.9743 -2.6235 -1.045
H 0.4205 -3.1256 -0.9137 0.515
H 0.3803 -3.8147 -2.3805 0.481
O 0.1542 -3.0657 -1.9205 -1.011
H 2.4219 -1.3023 2.3195 0.475
H 3.5210 -1.3108 1.4757 0.488
O 2.8238 -1.8813 1.7382 -0.965
H 0.6559 -2.0697 1.1997 0.501
H 1.1926 -3.2719 0.8534 0.498
O 0.3894 -2.7980 0.7550 -0.956
H -1.4049 -0.7277 -4.3908 0.524
H -0.0210 -1.2202 -4.8101 0.480
O -0.5069 -0.4278 -4.5112 -0.981
H -3.4234 -3.0233 -0.1650 0.473
H -4.6698 -2.3878 -0.7049 0.481
O -3.9594 -2.9194 -0.9157 -0.941
H 4.0778 1.6498 0.9852 0.488
H 4.7902 1.0124 2.0770 0.468
O 4.3360 0.7320 1.3127 -0.963
H 0.0453 -0.6537 3.3418 0.472
H 0.3424 0.4147 2.4649 0.487
O 0.5899 -0.4911 2.6704 -0.950
H -1.7205 -3.0636 1.1551 0.500
H -3.0667 -3.8086 1.1905 0.471
O -2.6320 -3.0375 1.4044 -0.941
H 2.6809 3.8387 1.1649 0.490
H 2.7754 2.4410 1.8687 0.495
O 2.4661 2.8866 1.0577 -0.976
```

Calculated values
Charge = +1
E_LUMO = -3.22 eV
M = 320.35 g/mol
Energy above the lowest of the compared OMol25 structures with the same formula, charge and spin = 406.45 kJ/mol
Kohn-Sham gap = 9.95 eV
Electronic energy = -33900.520 eV
E_HOMO = -13.2 eV

***

Entry from the Open Molecules 2025 dataset: 2 unconnected molecules or ions with the total composition C6H14O (ωB97M-V/def2-TZVPD).

XYZ file:
```
21
Properties=species:S:1:pos:R:3:nbo_charge:R:1
C -3.1006 0.2277 0.8406 -0.603
C -2.0613 0.0822 -0.2671 -0.390
C -0.6723 -0.3093 0.2393 -0.390
C 0.3100 -0.5094 -0.9191 -0.445
C 1.6697 -0.9951 -0.5042 -0.170
C 2.8188 -0.5237 -0.9882 -0.422
O 2.6991 1.4928 1.3784 -0.948
H -4.0781 0.5051 0.4307 0.210
H -2.8072 0.9999 1.5612 0.205
H -3.2234 -0.7131 1.3903 0.201
H -2.4022 -0.6757 -0.9873 0.192
H -1.9874 1.0242 -0.8277 0.196
H -0.2864 0.4575 0.9277 0.207
H -0.7471 -1.2402 0.8206 0.194
H 0.4104 0.4294 -1.4815 0.206
H -0.1158 -1.2462 -1.6140 0.214
H 2.3357 0.9525 0.6578 0.478
H 1.6963 -1.7938 0.2407 0.199
H 3.7809 -0.8999 -0.6514 0.204
H 2.8375 0.2805 -1.7222 0.199
H 3.3173 0.8827 1.8049 0.463
```

Calculated values
Charge = 0
E_LUMO = 1.04 eV
M = 102.18 g/mol
Energy above the lowest of the compared OMol25 structures with the same formula, charge and spin = 80.14 kJ/mol
Kohn-Sham gap = 11.02 eV
Electronic energy = -8496.062 eV
E_HOMO = -10.0 eV
SMILES = C=CCCCC.O

***

Entry from the Open Molecules 2025 dataset: a molecular structure, C40H37N6P2S4Tl (ωB97M-V/def2-TZVPD).

XYZ file:
```
90
Properties=species:S:1:pos:R:3:mulliken_charge:R:1
Tl 0.5774 -0.2431 1.4273 0.735
S 0.5659 -1.3376 -3.5004 -0.509
P -0.9195 -0.1327 -2.9258 0.881
C -0.6337 1.3207 -2.1072 -0.636
P 0.2189 2.6704 -1.7295 1.152
S 1.5607 2.2863 -0.1162 -0.305
C -0.8815 3.9814 -1.0193 0.380
C -2.0014 3.6035 -0.2384 -0.058
C -2.8952 4.6158 0.1689 -0.733
C -2.6913 5.9518 -0.0854 -0.344
C -1.5371 6.3689 -0.8376 -0.746
C -0.6907 5.3831 -1.2538 -0.238
C 1.0812 3.4215 -3.1370 0.208
C 0.4975 3.4899 -4.4169 0.076
C 1.2881 3.9995 -5.5009 -0.781
C 2.5215 4.5576 -5.2406 -0.276
C 3.0277 4.6594 -3.9770 -0.844
C 2.3260 4.0750 -2.9272 -0.247
C -1.9976 -1.1805 -1.9270 0.741
C -2.4085 -0.8367 -0.5944 -0.219
C -3.3404 -1.5888 0.0709 -0.702
C -4.0379 -2.6293 -0.5996 -0.609
C -3.6425 -2.9584 -1.9023 -0.667
C -2.6049 -2.2108 -2.5636 -0.410
C -1.8673 0.4834 -4.4454 0.332
C -1.6889 -0.2678 -5.6195 -0.316
C -2.5755 -0.0935 -6.6431 -0.465
C -3.5602 0.9190 -6.6124 -0.518
C -3.7289 1.6334 -5.4099 -0.419
C -3.0047 1.3311 -4.2983 -0.589
H -2.0774 2.5143 0.0574 0.208
H -3.7964 4.3995 0.7084 0.409
H -3.3135 6.6785 0.4940 0.294
H -1.2968 7.3929 -1.0278 0.427
H 0.2082 5.6751 -1.7971 0.298
H -0.4953 3.0038 -4.5521 0.146
H 0.8534 3.9462 -6.4888 0.415
H 3.0483 5.0267 -6.0753 0.331
H 3.9901 5.1136 -3.8941 0.413
H 2.6764 4.1737 -1.9025 0.288
H -1.9316 -0.0021 -0.0535 -0.059
H -3.5914 -1.2902 1.0685 0.544
H -4.8896 -3.1021 -0.0675 0.349
H -4.2573 -3.6001 -2.5153 0.402
H -2.2974 -2.4493 -3.6028 0.343
H -0.7584 -0.9339 -5.7116 0.245
H -2.5549 -0.7379 -7.5251 0.368
H -4.1862 1.1312 -7.4916 0.373
H -4.4471 2.4426 -5.3145 0.379
H -3.2482 1.7187 -3.3258 0.414
C 4.5447 -0.6611 4.8614 -0.539
C 3.7415 -0.3574 3.7635 -0.397
N 2.5871 -0.9962 3.5328 -0.007
C 2.1722 -1.9412 4.3819 -0.273
C 2.9302 -2.3626 5.5192 0.223
C 4.1167 -1.6258 5.7945 -0.341
C 2.4173 -3.3720 6.4262 -0.759
C 1.1755 -3.5634 6.9454 -0.468
C 0.0150 -2.7239 6.7461 0.529
C -0.0404 -1.5442 7.5114 -0.267
C -1.2233 -0.7930 7.4831 -0.326
N -2.2311 -1.3455 6.8388 -0.509
C -2.0865 -2.3862 6.0624 -0.113
N -0.9914 -3.0932 5.9265 -0.521
H 5.5442 -0.1964 4.9746 0.348
H 4.0478 0.5152 3.1729 0.385
H 1.2574 -2.4087 3.9664 0.503
H 4.7308 -1.9399 6.6034 0.494
H 3.1238 -4.1146 6.7362 0.490
H 1.0806 -4.4941 7.5060 0.368
H 0.7859 -1.3717 8.2100 0.374
H -1.3763 0.1105 8.0925 0.380
H -2.8856 -2.7328 5.4527 0.455
S -1.5961 2.2286 4.9775 -0.396
C -1.4331 0.9767 3.8920 0.304
N -1.3584 0.0172 3.1936 -0.618
C 0.8865 -4.7362 -1.8406 -0.900
N 1.9985 -3.8776 -1.4215 0.030
C 2.0925 -3.3822 -0.1965 0.323
S 0.7266 -3.1789 0.7576 -0.295
N 3.2705 -2.8622 0.1822 -0.032
C 4.5727 -3.1325 -0.4098 -0.986
H 1.2791 -5.4119 -2.6536 0.352
H 0.0486 -4.1960 -2.3625 0.165
H 0.4986 -5.3267 -1.0136 0.389
H 2.7458 -3.7439 -2.0953 0.161
H 3.3004 -2.7428 1.1724 0.074
H 4.5738 -3.0618 -1.5119 0.305
H 5.0395 -4.1277 -0.1888 0.324
H 5.3260 -2.4171 -0.0106 0.310
```

Calculated values
Charge = 0
E_LUMO (spin up / spin down) = -3.29 / -1.46 eV
M = 996.38 g/mol
Energy above the lowest of the compared OMol25 structures with the same formula, charge and spin = 175.30 kJ/mol
Kohn-Sham gap (spin up / spin down) = 3.85 / 5.93 eV
Electronic energy = -117628.664 eV
E_HOMO (spin up / spin down) = -7.1 / -7.4 eV

***

Entry from the Open Molecules 2025 dataset: a single C4H4N4 molecule (ωB97M-V/def2-TZVPD).

XYZ file:
```
12
Properties=species:S:1:pos:R:3:nbo_charge:R:1
C 0.6576 -0.6975 -1.5699 -0.343
C -0.0053 -0.2713 0.6138 -0.084
C -0.4301 0.6844 1.5014 -0.051
C -0.0587 0.3803 -0.6745 0.086
H 0.3939 -1.1512 -2.6722 0.264
H 1.9394 -0.3344 -1.4902 0.249
H -0.4676 0.7926 2.6642 0.241
H -1.4968 2.4561 1.1118 0.415
N 0.7040 -1.9111 -0.5612 -0.108
N 0.5666 -1.6401 0.5978 -0.095
N -0.8525 1.6824 0.7028 -0.322
N -0.6109 1.5347 -0.5733 -0.252
```

Calculated values
Charge = 0
E_LUMO = 0.67 eV
M = 108.10 g/mol
Energy above the lowest of the compared OMol25 structures with the same formula, charge and spin = 384.62 kJ/mol
Kohn-Sham gap = 9.74 eV
Electronic energy = -10168.852 eV
E_HOMO = -9.1 eV
SMILES = c1[nH]nc2c1N=NC2

***

Entry from the Open Molecules 2025 dataset: 2 unconnected molecules or ions with the total composition C2H3F2NS (ωB97M-V/def2-TZVPD).

XYZ file:
```
9
Properties=species:S:1:pos:R:3:nbo_charge:R:1
C -0.2436 -0.9741 0.4010 -0.099
C -0.7440 1.5626 -1.0011 0.624
N 1.0225 -1.2515 0.6260 -0.732
F 0.4582 1.2430 -1.3790 -0.289
F -1.5760 1.1168 -1.9895 -0.315
S -1.2425 2.2101 0.3866 -0.025
H -0.8097 -1.0309 1.4803 0.104
H 1.3630 -1.5365 1.4790 0.355
H 1.7722 -1.3394 -0.0033 0.377
```

Calculated values
Charge = 0
E_LUMO = 0.20 eV
M = 111.12 g/mol
Energy above the lowest of the compared OMol25 structures with the same formula, charge and spin = 315.16 kJ/mol
Kohn-Sham gap = 8.86 eV
Electronic energy = -19879.604 eV
E_HOMO = -8.7 eV